Entry 1:
Density functional theory data (wB97M-V/def2-TZVPD) for a structure of composition C3H6I2NS.

Geometry (Å):
C1 -0.8922 0.3076 0.4708
C2 0.3373 0.6593 1.3007
C3 -0.4198 -0.8254 -1.6851
N1 -0.4540 0.2204 -0.9449
S1 1.5796 -0.7574 1.4508
I1 -1.1420 -2.6249 -1.1369
I2 0.7279 -0.6992 -3.5303
H1 -1.4634 -0.5369 0.7358
H2 -1.5679 1.0234 0.6023
H3 0.8870 1.4733 0.7700
H4 -0.1251 0.8270 2.2278
H5 -0.1605 1.1630 -1.3606
H6 2.6932 -0.2301 1.0996

## Properties
**HOMO**: -12.971 eV
**Energy**: -1165.92603 Eh
**Charge**: +1
**HOMO-LUMO gap**: 0.2929 Eh
**E_LUMO**: -5.000 eV
**Energy relative to the best compared isomer or geometry (same formula, charge and spin)**: 0.7391 eV
**2S+1**: 1

=====

Entry 2:
Density functional theory data (wB97M-V/def2-TZVPD) for a structure of composition C3H6I2O.

Geometry (Å):
C1 -1.4616 -0.5956 0.8236
C2 1.5679 1.5483 -0.5853
C3 -0.9968 -1.7590 0.1079
O1 0.4881 0.7475 -0.4325
I1 -1.7118 -1.8614 -1.8813
I2 0.9098 -2.6195 0.4956
H1 -1.2045 -0.7551 1.9997
H2 -2.4484 -0.3244 0.5319
H3 -0.7682 0.2684 0.7000
H4 2.5740 1.1743 -0.0483
H5 1.2568 2.4768 -0.0314
H6 1.7947 1.6997 -1.6799

## Properties
**HOMO (alpha / beta)**: -7.599 / -7.600 eV
**Energy**: -788.31965 Eh
**Charge**: 0
**HOMO-LUMO gap (alpha / beta)**: 0.1887 / 0.1888 Eh
**E_LUMO (alpha / beta)**: -2.464 / -2.464 eV
**Energy relative to the best compared isomer or geometry (same formula, charge and spin)**: 5.6824 eV
**2S+1**: 1

=====

Entry 3:
Density functional theory data (wB97M-V/def2-TZVPD) for the ion C3H6IN2 with charge +1.

Geometry (Å):
C1 -0.8937 0.8951 0.4421
C2 -0.0179 -1.0428 -0.0528
C3 0.8231 -0.0176 -0.6628
N1 0.1283 1.1968 -0.2703
N2 -1.0747 -0.3774 0.5948
I1 2.8814 -0.1478 -0.0507
H1 -1.6265 1.5195 0.9430
H2 -0.3379 -1.7236 -0.7805
H3 0.6250 -1.5704 0.7006
H4 0.6867 -0.0367 -1.6978
H5 0.7233 2.0342 -0.1466
H6 -1.9171 -0.7293 0.9809

## Properties
**HOMO**: -13.880 eV
**SMILES**: I[C@H]1C[NH+]=CN1
**Energy**: -524.84806 Eh
**Charge**: +1
**HOMO-LUMO gap**: 0.3622 Eh
**E_LUMO**: -4.023 eV
**Energy relative to the best compared isomer or geometry (same formula, charge and spin)**: 0.2699 eV
**2S+1**: 1

=====

Entry 4:
Density functional theory data (wB97M-V/def2-TZVPD) for a cluster of 2 separate species, C3H6IN2O in total.

Geometry (Å):
C1 0.9263 -0.9746 0.2298
C2 1.0504 1.1808 -0.0992
C3 -1.1934 0.2919 0.0824
N1 0.2168 0.1870 0.0590
N2 2.2607 -0.7105 0.3001
O1 2.3248 0.6456 -0.0055
I1 -0.6110 -3.1257 2.5932
H1 0.5625 -1.9397 0.3733
H2 0.7256 2.2144 -0.3844
H3 -1.3442 1.4071 0.2642
H4 -1.7899 0.0492 -0.9591
H5 -1.5996 -0.3068 0.9627
H6 3.0799 -1.2095 0.1060

## Properties
**HOMO (alpha / beta)**: -13.743 / -11.588 eV
**Energy**: -599.92489 Eh
**Charge**: +1
**HOMO-LUMO gap (alpha / beta)**: 0.3465 / 0.1794 Eh
**E_LUMO (alpha / beta)**: -4.314 / -6.706 eV
**Energy relative to the best compared isomer or geometry (same formula, charge and spin)**: 4.9232 eV
**2S+1**: 1

=====

Entry 5:
Density functional theory data (wB97M-V/def2-TZVPD) for the ion C3H6IN2O with charge +1.

Geometry (Å):
C1 0.5498 0.7396 -0.0285
C2 -0.4641 -1.3092 -0.2384
C3 -1.4544 -0.4403 0.5829
N1 0.7554 -0.5633 -0.1778
N2 1.5273 1.6629 -0.1968
O1 -0.6342 1.0466 0.3208
I1 -3.4333 -0.1482 -0.0622
H1 -0.1490 -2.2380 0.2833
H2 -0.8243 -1.2990 -1.3185
H3 -1.3773 -0.5057 1.7270
H4 1.5612 -1.0088 -0.6127
H5 2.5094 1.3474 -0.2788
H6 1.4334 2.7159 -0.0004

## Properties
**HOMO**: -13.839 eV
**SMILES**: [NH2+]=C1NC[C@H](I)O1
**Energy**: -600.09397 Eh
**Charge**: +1
**HOMO-LUMO gap**: 0.3805 Eh
**E_LUMO**: -3.486 eV
**Energy relative to the best compared isomer or geometry (same formula, charge and spin)**: 0.3223 eV
**2S+1**: 1

=====

Entry 6:
Density functional theory data (wB97M-V/def2-TZVPD) for the ion C3H6IN2O with charge +1.

Geometry (Å):
C1 0.1092 -0.8653 -0.6419
C2 -1.0667 1.0243 0.4550
C3 1.3926 0.9493 0.3814
N1 0.0637 0.3639 0.1155
N2 -0.6034 -1.9228 -0.4722
O1 -1.0789 -2.4206 0.5466
I1 -3.0289 0.6654 -0.0556
H1 0.6483 -0.6980 -1.5746
H2 -1.0648 1.9654 1.0980
H3 2.2305 0.2578 0.5530
H4 1.6746 1.5742 -0.3605
H5 1.1735 1.6211 1.2192
H6 -0.4497 -2.5147 -1.2639

## Properties
**HOMO (alpha / beta)**: -11.535 / -14.345 eV
**Energy**: -599.86699 Eh
**Charge**: +1
**HOMO-LUMO gap (alpha / beta)**: 0.2393 / 0.2655 Eh
**E_LUMO (alpha / beta)**: -5.023 / -7.120 eV
**Energy relative to the best compared isomer or geometry (same formula, charge and spin)**: 3.0474 eV
**2S+1**: 3

=====

Entry 7:
Density functional theory data (wB97M-V/def2-TZVPD) for a cluster of 2 separate species, C3H6IN2S in total.

Geometry (Å):
C1 -0.6047 0.6996 -0.0442
C2 0.9037 -1.0016 -0.2535
C3 1.7044 0.2111 0.2743
N1 -0.4718 -0.6002 0.1038
N2 0.6030 1.1593 -0.2238
S1 -3.7353 1.6187 -0.0217
I1 -4.2036 -0.6653 -0.0312
H1 0.8304 -1.2551 -1.3298
H2 1.1296 -1.8732 0.3461
H3 1.5206 0.3218 1.4144
H4 2.6941 0.3978 -0.1220
H5 -1.2522 -1.0945 0.5311
H6 0.8819 2.0817 -0.6435

## Properties
**HOMO (alpha / beta)**: -12.869 / -12.810 eV
**Energy**: -922.89182 Eh
**Charge**: +1
**HOMO-LUMO gap (alpha / beta)**: 0.1917 / 0.1879 Eh
**E_LUMO (alpha / beta)**: -7.653 / -7.697 eV
**Energy relative to the best compared isomer or geometry (same formula, charge and spin)**: 3.7785 eV
**2S+1**: 1

=====

Entry 8:
Density functional theory data (wB97M-V/def2-TZVPD) for a structure of composition C3H6INO2.

Geometry (Å):
C1 -0.7765 0.7285 0.6502
C2 0.5821 -0.9993 -0.5938
C3 -0.4487 -0.6524 0.4086
N1 -1.9483 -1.2855 -0.6655
O1 -2.6158 -0.3567 -1.0745
O2 -2.1099 -2.4828 -0.7901
I1 -0.6179 -1.9626 2.0878
H1 -0.3292 1.0172 1.6491
H2 -1.8659 0.8004 0.6928
H3 -0.3102 1.3420 -0.1056
H4 0.9326 -1.9830 -0.6384
H5 1.5609 -0.5302 -0.5284
H6 0.3818 -0.8027 -1.6187

## Properties
**HOMO**: -9.495 eV
**Energy**: -620.69206 Eh
**Charge**: 0
**HOMO-LUMO gap**: 0.3553 Eh
**E_LUMO**: 0.173 eV
**Energy relative to the best compared isomer or geometry (same formula, charge and spin)**: 4.3619 eV
**2S+1**: 1

=====

Entry 9:
Density functional theory data (wB97M-V/def2-TZVPD) for a structure of composition C3H6INOS.

Geometry (Å):
C1 -0.9107 0.7554 0.1557
C2 -0.7435 0.1534 -1.1889
C3 -0.0159 -0.1729 1.0744
N1 0.5598 -0.3749 -1.3630
O1 1.9292 -2.5134 0.5028
S1 1.2462 -0.6373 -0.0616
I1 3.2558 0.8824 0.1221
H1 -0.5114 1.7683 0.3838
H2 -1.9514 0.7063 0.5341
H3 -1.4762 -0.6326 -1.1533
H4 -1.1269 0.7381 -2.1059
H5 0.3647 0.3121 1.8606
H6 -0.6198 -0.9850 1.2392

## Properties
**HOMO (alpha / beta)**: -8.309 / -9.193 eV
**Energy**: -943.55245 Eh
**Charge**: 0
**HOMO-LUMO gap (alpha / beta)**: 0.2955 / 0.2716 Eh
**E_LUMO (alpha / beta)**: -0.268 / -1.803 eV
**Energy relative to the best compared isomer or geometry (same formula, charge and spin)**: 1.3475 eV
**2S+1**: 3

=====

Entry 10:
Density functional theory data (wB97M-V/def2-TZVPD) for a cluster of 3 separate species, C3H6N in total.

Geometry (Å):
C1 0.2676 -0.8525 0.3066
C2 1.4237 -1.2051 0.2482
C3 -1.6644 -0.0046 1.1084
N1 -1.0988 -0.8217 0.3016
H1 1.5755 0.9875 -1.6764
H2 2.3351 -1.5653 0.4633
H3 0.9050 1.5126 -1.4681
H4 -1.0097 0.7170 1.5390
H5 -2.6688 0.1080 1.3283
H6 -1.6683 -1.5053 -0.2279

## Properties
**HOMO (alpha / beta)**: -15.716 / -15.716 eV
**Energy**: -172.21866 Eh
**Charge**: +1
**HOMO-LUMO gap (alpha / beta)**: 0.3448 / 0.3448 Eh
**E_LUMO (alpha / beta)**: -6.334 / -6.334 eV
**Energy relative to the best compared isomer or geometry (same formula, charge and spin)**: 3.8083 eV
**2S+1**: 1